C6H4NO3S | the ωB97M-V functional and the def2-TZVPD basis

Each line ends with the Mulliken charge.
Geometry (Å):
S 1.30 -0.51 1.56  -0.10
O 1.80 0.42 -2.08  -0.64
O 3.38 -0.82 -1.11  -0.66
O -2.12 1.10 0.76  -0.19
N -3.01 0.60 -0.15  -0.45
C 2.23 -0.34 -1.27  0.57
C -0.99 0.40 0.60  0.28
C -1.11 -0.57 -0.29  0.06
C 0.21 0.94 1.33  -0.44
C -2.42 -0.38 -0.78  -0.69
C 1.41 -1.02 -0.19  -0.16
H 0.59 1.95 0.83  0.24
H -2.96 -0.91 -1.45  0.52
H 1.68 -2.14 -0.18  0.35
H 0.03 1.28 2.41  0.31

- E_HOMO (spin up / spin down) (eV) = -4.6 / -4.6
- electronic energy (a.u.) = -909.57911
- energy above the lowest of the compared OMol25 structures with the same formula, charge and spin (kJ/mol) = 434.9
- net charge = -1